1.
C20H22ClNO4 | ωB97M-V/def2-TZVPD

Properties
- LUMO (eV) = 0.11
- E_tot (eV) = -43298.7429
- multiplicity = 1
- maximum force (eV Å⁻¹) = 0.64
- energy above the lowest of the compared OMol25 structures with the same formula, charge and spin (kcal/mol) = 57.6

Structure (XYZ):
```
48
C20H22ClNO4 (ωB97M-V/def2-TZVPD)
Cl -2.151 7.106 -4.530
O -1.434 -4.751 1.994
O -1.117 -1.582 0.387
O 3.856 -3.451 -0.697
O -0.788 4.645 1.512
N 1.449 -2.807 0.760
C -1.833 6.212 -3.087
C -1.114 -0.235 0.484
C -0.884 6.676 -2.189
C -2.275 4.321 -1.690
C 0.754 -3.945 1.325
C -0.792 1.834 -0.716
C -1.218 -2.363 1.556
C -2.538 5.044 -2.838
C -1.360 1.868 1.616
C 2.587 -3.730 -1.250
C -0.639 5.956 -1.036
C 2.780 -2.573 1.295
C -1.395 0.488 1.642
C 3.826 -3.533 0.712
C 1.514 -2.785 -0.694
C -1.076 2.563 0.442
C -0.775 -3.794 1.202
C -0.808 0.459 -0.692
C -1.315 4.765 -0.783
C -1.035 4.039 0.487
H -1.569 2.435 2.510
H 0.996 -3.982 2.394
H -0.572 -1.959 2.346
H 1.760 -1.760 -0.985
H 2.315 -4.778 -1.045
H -0.529 2.349 -1.627
H 3.057 -1.548 1.026
H 4.828 -3.268 1.052
H -2.259 -2.390 1.908
H -0.581 -0.116 -1.576
H -2.834 3.421 -1.485
H 2.760 -2.655 2.383
H -1.104 -4.000 0.180
H -3.286 4.707 -3.539
H 0.086 6.305 -0.316
H -1.648 -0.015 2.562
H 2.693 -3.600 -2.328
H 0.536 -3.037 -1.102
H -0.351 7.592 -2.391
H 3.603 -4.566 1.022
H 1.039 -4.914 0.887
H -1.158 -4.648 2.912
```

---

2.
C22H27F3N2O3 | ωB97M-V/def2-TZVPD

Properties
- LUMO (eV) = 0.69
- E_tot (eV) = -40530.3960
- multiplicity = 1
- maximum force (eV Å⁻¹) = 0.67
- energy above the lowest of the compared OMol25 structures with the same formula, charge and spin (kcal/mol) = 2.6

Structure (XYZ):
```
57
C22H27F3N2O3 (ωB97M-V/def2-TZVPD)
F 6.986 -0.500 1.328
F 7.703 0.924 -0.113
F 6.712 -0.872 -0.769
O 3.690 0.195 -1.750
O 1.488 1.256 0.142
O 4.306 -0.083 0.387
N 0.055 1.285 -1.594
N -2.291 0.910 2.099
C -0.356 2.659 -1.428
C -3.710 -1.077 1.542
C 2.195 -1.505 1.130
C -2.191 1.846 0.071
C -3.024 0.100 1.280
C -4.310 -1.170 -0.812
C 0.996 -2.411 1.385
C -1.844 2.759 -1.061
C 3.510 -0.316 -0.678
C 6.692 0.087 0.161
C -1.783 1.958 1.374
C 0.912 0.673 -0.758
C -5.018 -1.906 -1.913
C -2.977 0.658 -0.019
C -0.890 2.962 2.007
C 5.360 0.833 0.204
C -4.344 -1.697 0.488
C 1.142 -0.802 -1.092
C 2.406 -1.302 -0.369
C -3.631 0.004 -1.065
C -0.075 -1.667 -0.748
C -0.251 -1.799 0.760
H 1.176 -3.399 0.953
H -1.048 3.945 1.568
H -3.742 -1.494 2.538
H -2.065 3.797 -0.800
H 5.371 1.526 1.049
H -0.418 -0.810 1.187
H -4.884 -2.616 0.658
H 2.702 -2.256 -0.824
H 2.022 -0.532 1.591
H -0.979 -1.236 -1.183
H -1.130 -2.411 0.971
H -6.078 -2.004 -1.683
H 3.097 -1.934 1.568
H -1.073 3.021 3.079
H -4.608 -2.910 -2.025
H -3.609 0.413 -2.066
H -0.424 0.743 -2.295
H -2.451 2.495 -1.929
H 0.855 -2.536 2.460
H -2.134 0.762 3.082
H 0.262 3.067 -0.627
H -0.157 3.214 -2.351
H 5.229 1.369 -0.745
H 0.153 2.681 1.848
H -4.917 -1.383 -2.860
H 0.066 -2.660 -1.182
H 1.328 -0.852 -2.171
```

---

3.
C4H13NO | ωB97M-V/def2-TZVPD

Properties
- LUMO (eV) = 0.00
- E_tot (eV) = -7891.9565
- multiplicity = 1
- maximum force (eV Å⁻¹) = 3.31
- energy above the lowest of the compared OMol25 structures with the same formula, charge and spin (kcal/mol) = 108.5

Structure (XYZ):
```
19
C4H13NO (ωB97M-V/def2-TZVPD)
O 1.068 -0.190 2.416
N -0.039 0.668 -0.244
C -1.191 -0.132 -0.742
C 1.364 -1.380 -0.599
C 0.795 -0.074 -0.950
C -2.532 0.536 -0.365
H -2.819 0.119 0.609
H 0.812 -2.122 -1.191
H 1.152 -1.517 0.453
H -1.352 -1.200 -0.356
H 1.418 0.577 2.885
H 0.673 0.259 1.644
H 2.619 3.149 -0.145
H -1.168 -0.224 -1.855
H 1.194 0.409 -1.884
H 2.400 -1.618 -0.833
H 1.941 3.388 0.027
H -3.365 0.109 -0.940
H -2.626 1.617 -0.393
```

---

4.
C2H6FOP | ωB97M-V/def2-TZVPD

Properties
- LUMO (eV) = 0.72
- E_tot (eV) = -16223.7199
- multiplicity = 1
- maximum force (eV Å⁻¹) = 3.12
- energy above the lowest of the compared OMol25 structures with the same formula, charge and spin (kcal/mol) = 71.3

Structure (XYZ):
```
11
C2H6FOP (ωB97M-V/def2-TZVPD)
P -0.882 -0.494 -0.840
F -1.631 0.919 -0.979
O 2.378 0.163 -0.217
C 0.908 0.484 -0.625
C -1.281 -0.766 0.940
H -1.050 0.214 1.276
H 0.614 1.139 0.127
H 0.987 1.098 -1.617
H -2.348 -1.051 1.391
H -0.500 -1.288 1.446
H 2.804 -0.417 -0.902
```

---

5.
C4H7NS3 | ωB97M-V/def2-TZVPD

Properties
- LUMO (eV) = -1.40
- E_tot (eV) = -38253.2378
- multiplicity = 1
- maximum force (eV Å⁻¹) = 5.99
- energy above the lowest of the compared OMol25 structures with the same formula, charge and spin (kcal/mol) = 89.7

Structure (XYZ):
```
15
C4H7NS3 (ωB97M-V/def2-TZVPD)
S 0.068 0.831 -3.621
S -1.868 -0.161 2.616
S -0.275 -2.587 1.380
N -0.269 0.954 -0.741
C 0.689 0.175 1.185
C -0.504 -0.736 1.691
C 0.734 0.012 -0.391
C -0.720 1.172 -2.068
H 0.654 -1.079 -0.837
H 1.604 0.521 -0.691
H -1.558 1.714 -2.067
H 0.179 1.224 1.545
H 1.740 -0.176 1.725
H 0.589 -2.642 0.163
H -1.065 0.776 0.113
```